Computed, not measured: a cluster of 2 separate species, C2H4ClP in total at a distorted geometry, with ωB97M-V with the def2-TZVPD basis set.

## Properties
ΔE to the lowest compared entry with this formula, charge and spin = 38.99 kcal per mole
Calculated total energy = -880.06541 Eh
HOMO energy = -9.71 eV
Frontier orbital gap = 7.277 eV

```
! wB97M-V def2-TZVPD RIJCOSX def2/J DEFGRID3
* xyz 0 1
C -0.1491 -0.1731 -0.7265
C -0.0920 -0.3121 0.7662
P -1.2023 -1.5100 -0.0573
Cl -3.5159 0.4422 0.0187
H -0.6871 0.6721 -1.1323
H 0.7203 -0.4566 -1.3066
H 0.8151 -0.7015 1.2127
H -0.5799 0.4413 1.3689
*
```